[1]
Below is C29H40F3IrO2Se as an isolated structure, with properties calculated with wB97M-V/def2-TZVPD.

Orbital gap (alpha / beta): 7.7 / 5.2 eV
Spin multiplicity: 5
Energy above the lowest of the compared OMol25 structures with the same formula, charge and spin: 0.0 kJ/mol
Lowest unoccupied orbital energy (alpha / beta): 0.258 / -2.813 eV
Highest occupied orbital energy (alpha / beta): -7.394 / -8.061 eV

XYZ file:
```
76
Properties=species:S:1:pos:R:3:lowdin_spin:R:1
Ir 0.70974 -1.59757 3.66556 2.2068
C -3.79975 2.01068 -1.06451 0.0000
C -3.69827 0.52147 -1.39454 0.0012
C -5.11717 -0.05920 -1.44936 0.0006
C -3.03712 0.38101 -2.77350 0.0008
C -2.86342 -0.23408 -0.36437 0.0116
C -2.25268 0.37729 0.70889 0.0055
C -1.46105 -0.36456 1.58232 0.0349
Se -0.52726 0.58592 2.97306 0.1606
C 0.81598 1.15765 1.72864 0.1713
C 0.70813 2.37949 1.12522 0.0167
C 1.55817 2.73585 0.06903 0.2135
C 2.52130 1.79992 -0.36392 -0.0041
C 2.69939 0.56794 0.20422 0.1313
C 1.84955 0.22120 1.34122 0.1151
O 2.02202 -0.85919 1.95697 0.3829
C 3.71798 -0.43988 -0.30941 0.0126
C 2.99142 -1.72820 -0.73580 0.0085
C 4.46677 0.09885 -1.53093 -0.0007
C 4.75681 -0.74935 0.78139 0.0082
C 1.44285 4.06731 -0.65399 0.0249
C 1.07046 3.79581 -2.12139 0.0146
C 0.37364 4.97204 -0.04179 0.0003
C 2.79350 4.79741 -0.59234 0.0132
C -1.25141 -1.73820 1.43514 0.0165
O -0.47669 -2.43530 2.25761 0.2064
C -1.89989 -2.38957 0.34772 0.0102
C -2.66700 -1.61733 -0.50371 0.0017
C -1.72229 -3.89395 0.12772 0.0009
C -0.24032 -4.21969 -0.11542 0.0011
C -2.24003 -4.66552 1.35164 0.0001
C -2.50504 -4.38847 -1.09120 0.0000
H -4.40327 2.51328 -1.82230 0.0000
H -4.27406 2.17817 -0.09551 0.0000
H -2.81622 2.48719 -1.05448 0.0000
H -5.71478 0.47293 -2.19280 0.0001
H -5.10907 -1.11527 -1.72131 0.0000
H -5.61104 0.03383 -0.48060 0.0000
H -3.61737 0.91391 -3.53047 0.0001
H -2.02652 0.79528 -2.75962 0.0000
H -2.96537 -0.66369 -3.07870 0.0000
H -2.36426 1.43863 0.88829 0.0025
H -0.06688 3.05675 1.45486 -0.0005
H 3.14287 2.07883 -1.20189 -0.0033
H 2.25247 -1.51414 -1.51161 0.0003
H 3.71869 -2.42987 -1.14836 0.0008
H 2.48575 -2.20951 0.09745 0.0003
H 3.79019 0.32380 -2.35808 -0.0001
H 5.04530 0.99488 -1.29626 -0.0001
H 5.16777 -0.66182 -1.87568 -0.0001
H 4.30105 -1.20146 1.65784 0.0000
H 5.49803 -1.44345 0.38086 0.0008
H 5.27807 0.16014 1.08714 0.0002
H 0.11991 3.26326 -2.18985 0.0004
H 0.97070 4.74283 -2.65467 0.0024
H 1.82953 3.20220 -2.63152 0.0000
H -0.62279 4.53209 -0.11570 0.0000
H 0.58005 5.19176 1.00713 0.0000
H 0.35422 5.91941 -0.58144 -0.0002
H 3.59266 4.22272 -1.06049 0.0000
H 2.71545 5.75045 -1.11802 0.0020
H 3.08127 5.00012 0.44052 0.0004
H -3.14968 -2.10866 -1.33666 0.0000
H 0.37530 -3.94496 0.73768 0.0005
H -0.12610 -5.29127 -0.29517 0.0000
H 0.12761 -3.68897 -0.99716 0.0000
H -1.70233 -4.38910 2.25458 -0.0003
H -3.30352 -4.46849 1.50378 0.0000
H -2.11551 -5.73869 1.18882 0.0000
H -2.16191 -3.92025 -2.01643 0.0000
H -2.35486 -5.46454 -1.19146 0.0000
H -3.57789 -4.21275 -0.98827 0.0000
F 0.23204 -0.23491 6.20667 0.0070
C 1.12840 -1.08686 5.62734 0.1209
F 1.21989 -2.13159 6.49735 0.0446
F 2.33795 -0.44193 5.72409 0.0540
```

---

[2]
Below is a 2-piece molecular cluster, C14H16 overall, with properties calculated with wB97M-V/def2-TZVPD.

Orbital gap: 9.7 eV
SMILES: Cc1ccccc1.Cc1ccccc1
Energy above the lowest of the compared OMol25 structures with the same formula, charge and spin: 179.8 kJ/mol
Lowest unoccupied orbital energy: 0.930 eV
Highest occupied orbital energy: -8.785 eV

XYZ file:
```
30
Properties=species:S:1:pos:R:3:mulliken_charge:R:1
C -1.98247 -3.60985 1.49573 -1.2637
C 0.44568 -0.91326 0.66707 -0.4424
C 0.89581 -0.50797 1.90837 -0.5604
C -0.52675 -1.91577 0.55498 -0.5668
C -1.00021 -2.54046 1.74451 0.9069
C 0.35411 -1.01829 3.07674 -0.4425
C -0.64672 -1.99370 2.99528 -0.6828
H 0.79432 -0.54023 -0.26566 0.7348
H 1.65888 0.32851 1.95752 0.2693
H -0.92144 -2.16008 -0.44892 0.3457
H 0.82317 -0.73163 3.98381 0.4020
H -2.66043 -3.85548 2.40963 0.2986
H -1.45796 -4.58723 1.27176 0.2813
H -1.01353 -2.42951 3.88920 0.3733
H -2.47509 -3.39067 0.58675 0.3554
C 0.89547 3.84586 -0.58259 -1.4987
C -0.75019 0.57815 -1.55522 -1.1784
C 0.03469 0.32482 -2.73418 -0.2996
C -0.48989 1.76759 -0.89172 0.3633
C 0.52724 2.60982 -1.34228 0.7078
C 1.18141 1.03067 -3.09979 -0.6584
C 1.30905 2.24915 -2.43746 -0.2041
H -1.56330 -0.05691 -1.23411 0.6732
H -0.42203 -0.45307 -3.40511 0.3018
H -1.18140 2.03775 0.13688 0.1418
H 1.86621 0.67904 -3.94143 0.3461
H 0.72130 3.71621 0.46001 0.3690
H 0.34683 4.78782 -0.73933 0.3017
H 2.03752 3.03285 -2.79441 0.2835
H 1.96358 4.18204 -0.66332 0.3421
```

---

[3]
Below is C18H29IN2O2Si2 as an isolated structure, with properties calculated with wB97M-V/def2-TZVPD.

Orbital gap: 4.3 eV
Total charge: +2
Lowest unoccupied orbital energy: -7.806 eV
Highest occupied orbital energy: -12.141 eV

XYZ file:
```
54
Properties=species:S:1:pos:R:3:mulliken_charge:R:1
C -1.54579 6.38509 0.80182 -1.0689
C -1.50186 5.63442 -0.52310 -0.2765
C -0.22608 5.80990 -1.35992 -0.6103
I 0.37119 7.83850 -1.65941 0.0616
Si 1.22330 4.75857 -0.76646 -0.0065
C 2.28961 5.55212 0.54178 -0.7978
C 2.00332 4.94416 1.91650 0.3866
C 2.23178 5.79521 3.07934 -0.5919
O 3.10866 4.73322 2.73341 -0.4977
O 0.67444 3.25252 -0.24222 0.1763
Si 0.24488 2.17234 -1.41495 0.3993
H -1.01320 5.86457 1.59607 0.2390
H -2.58235 6.45111 1.12739 0.3781
H -1.18237 7.40489 0.73353 0.2768
H -1.55933 4.57023 -0.27604 0.0993
H -2.39154 5.83609 -1.11340 0.4034
H -0.44889 5.44298 -2.35928 0.5368
H 2.03803 4.46963 -1.97354 -0.1603
H 2.14082 6.62036 0.62807 0.3744
H 3.33075 5.29703 0.35600 0.3392
H 1.18648 4.23496 1.98152 0.3380
H 2.64797 6.76800 2.87112 0.2736
H 1.65257 5.59511 3.96727 0.2735
H -0.95534 1.42775 -0.95644 -0.1836
H 1.36802 1.23512 -1.65166 -0.1803
H -0.01900 2.89192 -2.67190 -0.1368
C -0.86678 -0.77415 2.87798 -0.8109
N -0.78885 -1.93303 1.95131 0.0087
C -0.27863 -1.74496 0.72441 -0.5632
C -0.15400 -2.79294 -0.15622 -0.6589
C -0.55485 -4.06963 0.22910 0.7451
C -1.09716 -4.23113 1.50029 -0.6568
C -1.20519 -3.14637 2.34167 -0.1854
C -0.39314 -5.23636 -0.67778 0.6689
C 0.34948 -6.34353 -0.28076 -0.7247
C 0.46012 -7.43080 -1.11870 -0.1018
N -0.14452 -7.43844 -2.31543 -0.0183
C -0.85274 -6.37597 -2.73185 -0.3617
C -0.98982 -5.26386 -1.93626 -0.5913
C -0.05396 -8.63146 -3.19591 -0.8570
H -1.45008 0.01009 2.40284 0.3760
H 0.14423 -0.43015 3.08083 0.3754
H -1.34440 -1.08525 3.80029 0.2754
H 0.03341 -0.74131 0.47247 0.6243
H 0.27593 -2.60586 -1.13068 0.5126
H -1.44446 -5.19506 1.84562 0.5417
H -1.61811 -3.23181 3.33599 0.3909
H 0.85273 -6.36977 0.67585 0.5142
H 1.02663 -8.30874 -0.84521 0.4031
H -1.30977 -6.44676 -3.70887 0.4939
H -1.57979 -4.43331 -2.29862 0.5204
H 0.36505 -8.32674 -4.15102 0.3807
H -1.05401 -9.03662 -3.32663 0.3790
H 0.58660 -9.37187 -2.73021 0.2742
```

---

[4]
Below is one molecule with the formula CH5ClP2, with properties calculated with wB97M-V/def2-TZVPD.

Orbital gap: 8.5 eV
Energy above the lowest of the compared OMol25 structures with the same formula, charge and spin: 330.9 kJ/mol
Lowest unoccupied orbital energy: 0.217 eV
Highest occupied orbital energy: -8.296 eV

XYZ file:
```
9
Properties=species:S:1:pos:R:3:mulliken_charge:R:1
C 1.21816 -1.93653 0.64569 -0.4999
P 0.14933 -0.90851 -0.32790 0.2749
P -1.19834 0.38982 0.16589 -0.1565
Cl 0.02516 -1.86787 2.04903 -0.2137
H 2.05591 -1.33834 1.14696 0.1896
H 0.36841 -0.09008 -1.49935 0.1209
H -0.70070 -1.98818 -0.75206 0.1081
H -0.44868 1.53224 -0.26764 0.0785
H -2.03565 0.45490 -0.96639 0.0980
```

---

These records have DFT total energy values of -4084.801763; -543.004374; -1839.419318; -1183.813054 Ha, in the order they appear.
These records have max |F| values of 0.1; 3.9; 1.5; 7.8 eV/A, in the order they appear.